ORCA calculation (ωB97M-V/def2-TZVPD) on an isolated molecule of C7H12Cl2NO2P.

Geometry as XYZ:
```
25
Properties=species:S:1:pos:R:3:forces:R:3
C 3.924471 -0.698132 -0.772546 1.03 0.54 1.38
C 2.867057 -0.518680 -0.080607 1.08 -0.27 -1.58
C 1.772308 0.085624 0.530272 -2.86 0.62 1.65
C 2.006611 0.276607 2.065027 -3.30 -3.60 0.23
C 1.239699 1.308919 -0.186872 -1.58 0.99 -0.82
C -2.752097 -0.145317 -1.352606 1.87 -2.09 0.81
C -4.066349 -0.307660 -0.640767 1.32 0.35 2.56
N -1.676030 0.155432 -0.303830 -1.73 0.29 1.14
O -1.336654 -2.366741 -0.414121 0.06 -1.32 0.27
O 0.678188 -0.929452 0.242081 -0.54 -0.91 1.14
P -0.948107 -1.234140 0.436319 1.73 1.88 -1.62
Cl 5.432195 0.270022 -0.435161 -0.48 -0.01 -0.21
Cl -4.452195 1.220771 0.429953 -0.10 -0.67 -1.06
H 4.200797 -1.536740 -1.340137 0.08 -0.88 -0.90
H 2.027029 -0.749402 2.603817 0.68 1.52 -1.15
H 1.175917 0.719596 2.607753 -0.71 0.29 -0.60
H 2.765848 0.896424 2.326863 2.88 1.41 0.28
H 0.424804 1.826712 0.413761 0.72 -1.06 -0.82
H 0.886489 1.088560 -1.251183 0.20 -0.09 1.71
H 1.938077 2.086445 -0.343916 1.39 0.69 0.16
H -2.708619 0.611457 -2.158850 -0.16 -0.40 0.54
H -2.490823 -1.247660 -1.741348 -0.62 2.59 0.44
H -3.897951 -1.030786 0.265512 -0.92 0.70 -2.43
H -4.819457 -0.432435 -1.387413 -1.05 -0.38 0.29
H -2.191209 0.650586 0.488005 1.03 -0.20 -1.40
```
Forces are in eV/Å.

HOMO level (alpha / beta) in eV: -8.929 / -9.051
Multiplicity: 1
Energy above the lowest of the compared OMol25 structures with the same formula, charge and spin in kcal/mol: 119.9



ORCA calculation (ωB97M-V/def2-TZVPD) on a structure of composition C7H12CrF9N4O17S3.

Geometry as XYZ:
```
53
Properties=species:S:1:pos:R:3:forces:R:3
Cr 0.120778 0.231085 0.339074 1.25 0.42 1.16
C -0.889697 -3.397160 3.165743 0.68 3.68 -3.63
F 0.221927 -3.202106 3.881648 -0.74 -0.78 0.09
F -1.449345 -4.544287 3.309249 -0.24 -1.21 0.84
F -1.762430 -2.387210 3.445765 0.32 -0.98 0.60
S -0.482680 -3.036601 1.201902 -1.07 -0.24 -2.71
O -0.117718 -1.586616 1.206232 -0.81 -0.62 0.99
O 0.663168 -3.802914 0.807947 1.07 -0.79 1.05
O -1.625661 -3.376298 0.309544 1.11 0.90 3.11
C -4.440278 1.129910 -0.155452 -0.07 -1.93 1.25
F -3.870452 2.263522 0.198491 -0.84 -0.15 -0.26
F -5.591219 0.870238 0.583143 1.67 0.96 -1.56
F -4.661404 1.064144 -1.453849 -0.43 0.46 0.29
S -3.229036 -0.266545 0.304642 3.48 -0.68 1.29
O -3.502350 -0.602955 1.702795 -0.30 0.47 -1.26
O -3.435431 -1.510762 -0.489370 -0.45 1.54 0.21
O -1.844081 0.284619 0.117060 -5.86 -0.63 -0.52
C 1.093830 -2.569897 -3.422835 -1.51 0.78 2.24
F 1.498170 -3.314590 -2.396303 1.17 0.28 0.31
F 2.082610 -1.709665 -3.841853 -1.00 -1.52 0.02
F 0.691542 -3.462540 -4.309831 0.38 0.91 -1.14
S -0.420458 -1.567604 -2.713896 -4.09 -1.47 1.11
O -0.770034 -0.688538 -3.786720 0.61 0.97 -1.34
O -1.535397 -2.542493 -2.444971 3.25 1.38 -0.62
O -0.071475 -0.816745 -1.486487 1.26 -1.23 -1.45
C -1.184449 2.622559 -3.666770 0.18 -0.64 0.25
N -0.655996 2.940369 -2.274556 -0.27 0.74 1.97
O -0.131648 2.020674 -1.646350 -0.36 1.03 -1.82
O -0.843690 4.064661 -1.758734 0.19 -1.67 -1.64
H -1.471010 3.477032 -4.279839 0.40 0.24 0.60
H -2.054789 1.978188 -3.542667 0.05 0.04 0.32
H -0.436112 1.981728 -4.133059 0.01 0.19 0.05
C -1.611982 4.150522 1.628186 0.13 -0.15 -1.56
N -0.506016 3.220768 1.732980 -2.70 3.39 0.85
O 0.312488 3.375240 2.588635 4.23 1.79 4.96
O -0.431928 2.239219 1.046062 -0.92 -6.07 -4.58
H -2.471474 3.598655 1.247634 -0.18 0.12 0.59
H -1.336168 4.785891 0.786571 -0.15 0.59 -0.06
H -1.761383 4.757610 2.521073 0.05 -0.47 0.00
C 3.479298 0.728110 3.329033 0.08 0.03 -0.44
N 2.370862 -0.086394 2.742105 -0.02 0.74 -0.25
O 1.784381 0.406783 1.807250 -0.13 1.71 -0.88
O 2.103644 -1.168934 3.130567 0.36 -1.78 1.59
H 3.956202 1.139461 2.439389 0.34 -0.21 0.22
H 4.098243 0.055765 3.923135 -0.08 0.22 -0.15
H 3.093884 1.578973 3.890809 -0.39 -0.34 0.06
C 4.034575 -1.887050 -1.105013 -0.61 0.55 0.24
N 3.597778 -0.538668 -0.452159 6.59 -5.63 -2.40
O 2.420169 -0.192849 -0.596310 -4.30 1.99 -0.04
O 4.415320 -0.018004 0.341174 -0.10 1.73 1.60
H 4.040503 -1.788655 -2.190549 -0.71 -0.04 0.10
H 3.457177 -2.720723 -0.705392 -0.64 0.27 -0.36
H 5.059242 -2.178924 -0.874874 0.12 1.10 0.68
```
Forces are in eV/Å.

HOMO level (alpha / beta) in eV: -1.970 / -6.063
Multiplicity: 9
Total charge: -1



ORCA calculation (ωB97M-V/def2-TZVPD) on a structure of composition C7H12N.

Geometry as XYZ:
```
20
Properties=species:S:1:pos:R:3:forces:R:3
C 1.132537 -1.214997 -1.035255 -7.13 0.15 0.36
C -0.715522 -0.731556 -0.733508 6.90 -2.81 -1.69
C 2.425882 -0.138775 0.598003 2.04 -0.16 2.32
C -0.090212 0.261293 0.192919 1.89 -0.04 0.38
C -2.024424 -1.062949 -1.279124 1.41 0.92 0.33
C -0.084312 1.639311 -0.350463 -1.05 2.06 -1.00
C -0.409372 0.334807 1.650468 -2.98 -1.03 -0.05
N 1.335775 -0.353978 -0.005789 -0.89 -0.43 -1.40
H 1.617652 -2.150449 -1.362107 0.20 0.93 0.28
H 2.368001 0.575927 1.437586 0.48 -0.35 -0.59
H 3.309714 -0.842361 0.452942 -1.21 1.32 -0.01
H -2.065795 -1.306052 -2.359401 -0.08 0.77 0.64
H -2.501923 -0.210173 -0.824382 -1.68 0.43 -0.93
H -2.352994 -1.904320 -0.738956 -0.73 -1.38 0.64
H -1.164692 2.067932 -0.355065 1.91 -0.70 -0.15
H 0.352028 1.610579 -1.342594 -0.49 0.14 -0.53
H 0.569460 2.351474 0.171747 -0.39 -0.33 0.41
H -0.158571 -0.564375 2.227110 -0.15 0.20 -0.21
H -1.582020 0.418826 1.582157 2.13 0.12 0.89
H 0.038789 1.219835 2.073713 -0.15 0.20 0.31
```
Forces are in eV/Å.

HOMO level (alpha / beta) in eV: -12.583 / -13.354
Multiplicity: 1
Energy above the lowest of the compared OMol25 structures with the same formula, charge and spin in kcal/mol: 142.2
Total charge: +1



ORCA calculation (ωB97M-V/def2-TZVPD) on a structure of composition C7H12N2.

Geometry as XYZ:
```
21
Properties=species:S:1:pos:R:3:forces:R:3
C -1.850402 1.170425 -0.282810 0.17 -0.19 0.34
C -0.422323 -1.533732 -1.108391 0.78 0.03 0.05
N -0.476215 0.754703 -0.068250 0.34 -0.32 -0.53
C -0.092962 -0.683016 0.105647 0.25 0.81 -0.09
C 0.443765 1.607972 0.437027 1.47 -0.37 0.69
C 1.791456 -0.341873 0.278037 -1.02 0.26 -0.97
C 1.696553 1.084727 0.645227 -2.14 1.25 1.22
C -0.555972 -1.160434 1.331506 -0.08 -0.41 0.50
N 2.337106 -0.198475 -0.951613 0.72 -1.42 -1.01
H 1.666074 0.249975 -1.571089 0.04 0.51 0.15
H 0.130721 2.598945 0.734423 0.08 0.18 -0.32
H 2.338962 -1.000291 0.950425 -0.36 -0.25 0.04
H 2.499266 1.605591 1.137577 0.13 0.07 -0.25
H -2.387649 0.392777 -0.821252 0.01 0.01 -0.06
H -2.376852 1.356508 0.657060 -0.11 0.03 0.03
H -1.858728 2.084391 -0.879705 -0.03 -0.08 0.01
H 0.183117 -2.440337 -1.081428 -0.06 -0.03 -0.05
H -1.466124 -1.824158 -1.125862 -0.25 0.00 0.08
H -0.205809 -1.006391 -2.036053 0.08 0.02 0.00
H -0.469846 -0.548332 2.217007 -0.12 0.09 0.06
H -0.924137 -2.168976 1.432517 0.10 -0.18 0.12
```
Forces are in eV/Å.

HOMO level (alpha / beta) in eV: -7.383 / -7.373
Multiplicity: 1
Energy above the lowest of the compared OMol25 structures with the same formula, charge and spin in kcal/mol: 108.3



ORCA calculation (ωB97M-V/def2-TZVPD) on a cluster of 2 separate species, C7H12N2 in total.

Geometry as XYZ:
```
21
Properties=species:S:1:pos:R:3:forces:R:3
C -1.576615 -0.994105 0.224341 -0.86 -0.13 1.38
C -1.127121 0.246282 0.421782 -0.37 -1.10 -2.82
C -0.118221 0.691377 -0.564011 0.87 1.71 0.72
C 0.693463 1.693092 -0.202794 -0.32 0.31 0.22
C -0.026075 0.123380 -1.958288 0.06 -0.34 0.08
C 1.072691 -0.933229 -2.079351 -0.04 -0.03 0.00
H -1.103614 -1.780619 -0.341029 0.27 0.35 -0.55
H -2.428985 -1.360929 0.769470 -0.29 -0.05 0.35
H -1.633110 0.994674 1.013348 0.07 -0.17 0.28
H 1.409280 2.114617 -0.894041 0.12 0.05 -0.09
H 0.612826 2.145011 0.799610 0.14 -0.30 -0.85
H 0.190958 0.930257 -2.660890 -0.01 0.05 0.09
H -0.986090 -0.300451 -2.253671 -0.02 -0.02 0.01
H 0.908665 -1.757479 -1.387401 -0.01 -0.08 0.04
H 2.043023 -0.500956 -1.839364 0.04 0.03 -0.02
H 1.113156 -1.341446 -3.087341 0.04 -0.04 -0.08
N 0.435450 1.211268 2.756619 -0.70 -0.02 -0.22
C 0.110364 0.038278 2.708664 0.80 0.53 2.10
N -0.305180 -1.041594 3.079605 -0.23 -0.29 -0.02
H 1.319814 1.609420 3.010163 0.31 -0.36 -0.24
H -0.604681 -1.786850 2.484580 0.14 -0.09 -0.38
```
Forces are in eV/Å.

HOMO level in eV: -8.760
Structure (SMILES): C=CC(=C)CC.N=C=N
Multiplicity: 1
Energy above the lowest of the compared OMol25 structures with the same formula, charge and spin in kcal/mol: 53.1



ORCA calculation (ωB97M-V/def2-TZVPD) on an isolated molecule of C7H12N2.

Geometry as XYZ:
```
21
Properties=species:S:1:pos:R:3:forces:R:3
C -2.623717 -0.502128 -0.073569 0.52 1.36 1.52
C -1.066867 -0.176473 -0.182102 -3.18 -1.94 -0.82
C -0.369895 1.012117 -0.781432 -2.45 3.90 -0.96
C 0.961147 0.926272 -0.077624 -1.12 2.99 -3.29
C 0.485055 0.598957 1.251056 0.00 -0.32 4.50
N -0.373214 -0.569783 1.045435 -0.43 1.35 -0.12
C -0.042865 -1.204201 -0.269260 1.58 -0.37 1.92
C 1.248411 -0.488120 -0.686602 -1.42 1.37 3.10
N 2.391184 -0.882663 -0.034706 6.02 -1.69 -0.09
H -3.173702 -0.469212 -1.028380 0.39 -0.26 0.26
H -3.092387 0.430154 0.574310 1.04 -2.65 -1.29
H -2.731334 -1.555583 0.463584 0.07 2.51 -1.07
H -0.928547 1.910770 -0.519816 -0.17 0.36 0.67
H -0.319108 1.265386 -1.887265 0.10 -1.59 0.86
H 1.599003 1.948196 -0.263060 -1.03 -3.11 0.42
H 1.230337 0.375337 1.998305 1.09 -0.73 -0.06
H -0.053961 1.278742 1.989326 -0.06 0.17 -1.98
H -0.147663 -2.267198 -0.069001 0.09 0.01 -1.08
H 1.304545 -0.455631 -1.725116 0.68 0.04 -1.84
H 2.578736 -0.669733 1.058620 -0.77 -0.18 -4.04
H 3.124840 -0.505207 -0.782709 -0.94 -1.21 3.37
```
Forces are in eV/Å.

HOMO level in eV: -8.383
Structure (SMILES): C[C@@]12C[C@H]3CN1[C@@H]2[C@@H]3N
Multiplicity: 1
Energy above the lowest of the compared OMol25 structures with the same formula, charge and spin in kcal/mol: 91.8



ORCA calculation (ωB97M-V/def2-TZVPD) on an isolated molecule of C7H12N2.

Geometry as XYZ:
```
21
Properties=species:S:1:pos:R:3:forces:R:3
C 2.329282 1.386923 -0.644358 0.43 -0.03 0.13
C -1.882377 0.292536 -1.163190 0.02 0.10 0.10
N 1.198019 0.503597 -0.478755 0.34 0.42 -0.37
C 1.224187 -0.389638 0.492706 -2.60 -1.58 0.25
C -1.129606 0.351113 0.125007 -0.57 -2.13 1.39
C -0.344643 -1.121952 0.593316 1.73 4.29 0.11
C -1.417893 1.177547 1.128516 -0.01 -0.23 -0.22
C -0.614191 -2.200910 -0.234341 -0.04 -1.25 -1.12
N 2.143544 -0.624501 1.350490 0.68 0.29 0.00
H 2.084082 -1.542311 1.780503 -0.30 0.02 0.06
H -0.640515 -1.276703 1.627475 0.21 0.10 0.05
H 2.071618 2.197144 -1.327497 -0.11 -0.13 0.03
H 2.693410 1.807819 0.299900 -0.18 -0.07 0.07
H 3.199628 0.866828 -1.063084 -0.16 -0.11 -0.07
H -2.616790 -0.518640 -1.147478 0.19 -0.11 0.04
H -1.194436 0.117478 -1.987252 -0.06 0.09 -0.15
H -2.447679 1.213339 -1.314863 0.20 0.08 -0.11
H -0.890088 1.142453 2.073538 -0.05 -0.11 0.05
H -2.269366 1.844006 1.058361 0.28 0.40 -0.17
H -0.228681 -2.220062 -1.244500 -0.08 -0.05 -0.07
H -1.267506 -3.006067 0.075505 0.09 -0.01 0.00
```
Forces are in eV/Å.

HOMO level (alpha / beta) in eV: -8.684 / -7.765
Multiplicity: 1
Energy above the lowest of the compared OMol25 structures with the same formula, charge and spin in kcal/mol: 121.0



ORCA calculation (ωB97M-V/def2-TZVPD) on an isolated molecule of C7H12N2.

Geometry as XYZ:
```
21
Properties=species:S:1:pos:R:3:forces:R:3
N 1.350992 -0.102286 2.054089 0.05 -1.23 2.82
C 0.512215 -0.273683 0.921988 2.08 1.20 0.50
C 0.047758 -1.663142 0.556053 0.76 -0.08 1.46
C -0.917282 -1.484604 -0.322964 0.79 2.21 -0.44
C -0.972681 0.034128 -0.616189 0.14 1.91 -0.18
N -2.171454 0.534427 -1.222262 -0.58 -1.01 -2.97
C 0.432452 0.395729 -1.438695 -0.35 0.84 2.58
C 1.455266 0.239044 -0.237128 -0.57 0.24 -0.97
C -0.704293 0.658348 0.765833 0.05 -1.01 0.74
H 1.759312 0.814341 2.166623 -0.15 0.05 -0.31
H 0.914784 -0.345045 2.959072 0.23 0.13 -0.78
H 0.564703 -2.570634 0.957204 -0.69 0.85 -0.63
H -1.295071 -2.148029 -1.022124 -1.04 -1.45 -0.91
H -2.215619 1.546086 -1.334709 0.43 -0.12 0.55
H -2.100589 0.226282 -2.237781 -0.62 0.33 1.47
H 0.494260 1.427002 -1.884369 -0.54 -0.99 0.44
H 0.560249 -0.345904 -2.186337 0.28 -0.58 -0.81
H 1.869586 1.215587 0.172252 -0.39 -1.02 -1.01
H 2.298336 -0.448875 -0.492535 -0.69 0.52 0.53
H -1.486450 0.582524 1.591179 0.71 -0.67 -1.31
H -0.396474 1.708704 0.850801 0.12 -0.13 -0.78
```
Forces are in eV/Å.

HOMO level in eV: -8.815
Structure (SMILES): N[C@]12C=C[C@](N)(CC1)C2
Multiplicity: 1
Energy above the lowest of the compared OMol25 structures with the same formula, charge and spin in kcal/mol: 31.0